(1)
{"formula": "C26H35N3RuSSi2Te", "method": "wB97M-V/def2-TZVPD", "e_above_lowest_kj_mol": 0.0, "multiplicity": 2, "charge": 1, "lumo_energy_ev": [-3.00, -3.91], "homo_lumo_gap_ev": [7.13, 6.22], "homo_ev": [-10.13, -10.13], "symbols": ["Si", "H", "H", "C", "H", "C", "H", "N", "C", "S", "C", "H", "C", "C", "H", "H", "C", "H", "H", "C", "C", "Si", "H", "H", "C", "H", "C", "H", "H", "C", "H", "C", "C", "C", "H", "C", "C", "H", "H", "C", "C", "C", "N", "C", "H", "C", "H", "H", "H", "H", "H", "N", "Ru", "H", "H", "H", "C", "H", "H", "Te", "H", "H", "H", "H", "C", "C", "C", "H", "H"], "coordinates": [[-1.24, 1.50, 1.32], [-5.11, 2.38, -2.83], [-3.25, -2.61, -1.14], [5.30, -0.78, 3.01], [0.90, -0.84, 3.55], [-2.17, -2.63, -1.01], [-3.63, -2.75, 4.20], [-0.98, -0.99, 4.23], [0.90, 0.11, -6.00], [-2.18, -1.93, 2.03], [-2.21, 2.65, -1.11], [6.53, -0.85, -0.06], [-3.16, 2.87, -2.10], [-1.02, 0.29, -4.00], [4.90, -0.23, 3.87], [-0.30, 3.79, 1.35], [0.12, 2.78, 1.32], [-2.07, -4.74, -0.71], [4.72, 2.22, 0.39], [-3.70, 1.11, -0.03], [1.66, -0.35, 1.30], [4.72, -0.03, 1.40], [5.06, -0.56, -1.00], [2.33, 0.05, -4.41], [-1.45, -1.43, -1.09], [4.99, -1.82, 3.09], [-0.05, -1.44, -0.99], [-1.60, 1.90, 3.81], [0.08, 0.59, 3.68], [5.44, -0.95, -0.06], [6.39, -0.75, 3.07], [-4.37, 2.20, -2.06], [-4.64, 1.32, -1.02], [-1.52, -3.81, -0.77], [-2.76, -2.17, 5.57], [0.32, 0.21, -3.67], [5.11, 1.79, 1.31], [6.19, 1.95, 1.34], [-0.86, -0.90, 5.23], [0.60, -2.66, -0.72], [-1.41, 0.26, -5.34], [-2.46, 1.76, -0.07], [-2.86, -2.23, 4.57], [-0.45, 0.18, -6.34], [0.38, -4.76, -0.39], [1.28, 0.12, -4.67], [4.67, 2.32, 2.16], [-1.97, -0.50, -1.29], [0.77, 2.66, 2.19], [-2.93, 0.94, 3.11], [-2.81, 2.67, 2.80], [-0.01, -0.39, 3.41], [-0.31, -0.71, 1.32], [-2.94, 3.57, -2.90], [-1.78, 0.39, -3.24], [1.68, -2.67, -0.63], [-2.00, -1.68, 3.72], [-1.26, 3.17, -1.16], [-5.59, 0.80, -0.99], [1.01, 0.29, -1.66], [5.20, -2.01, -0.01], [-0.75, 0.16, -7.38], [1.65, 0.04, -6.78], [-2.46, 0.32, -5.59], [-2.22, 1.76, 2.92], [-0.13, -3.83, -0.59], [2.88, -0.22, 1.34], [-3.92, 0.42, 0.77], [0.75, 2.69, 0.43]], "lowdin_charge": [0.497, 0.108, 0.117, -0.188, 0.110, -0.126, 0.114, -0.025, -0.080, 0.747, -0.106, 0.037, -0.077, -0.136, 0.029, 0.045, -0.212, 0.115, 0.033, -0.125, -0.351, 0.409, 0.029, 0.086, -0.205, 0.031, -0.623, 0.023, 0.097, -0.181, 0.036, -0.075, -0.076, -0.085, 0.127, -0.526, -0.181, 0.037, 0.169, -0.134, -0.077, -0.318, 0.135, -0.078, 0.114, -0.154, 0.032, 0.066, 0.026, 0.011, 0.048, -0.056, 0.676, 0.111, 0.075, 0.103, -0.773, 0.098, 0.106, 1.416, 0.033, 0.107, 0.108, 0.107, -0.208, -0.067, -0.203, 0.086, -0.007]}


(2)
{"formula": "C4H11NO2", "method": "wB97M-V/def2-TZVPD", "e_above_lowest_kj_mol": 208.4, "smiles": "C[C@H](O)[C@H](N)CO", "lumo_energy_ev": 0.66, "homo_lumo_gap_ev": 9.52, "homo_ev": -8.86, "symbols": ["H", "H", "O", "H", "H", "C", "H", "H", "H", "H", "H", "C", "H", "N", "O", "H", "C", "C"], "coordinates": [[0.71, -1.40, -0.52], [0.87, 1.48, 0.28], [-1.30, 0.73, 0.98], [-2.21, 0.72, 1.35], [3.01, 0.97, 0.58], [-1.01, -0.25, 0.08], [0.29, -2.00, 1.55], [-1.59, -1.18, 0.32], [-2.47, 0.11, -1.38], [-1.03, -0.41, -2.32], [-1.00, 1.26, -1.42], [1.21, 0.63, -0.37], [1.03, 0.96, -1.41], [0.87, -1.15, 1.45], [2.64, 0.48, -0.14], [0.81, -0.53, 2.24], [0.51, -0.60, 0.15], [-1.36, 0.17, -1.42]], "lowdin_charge": [0.129, 0.132, -0.029, 0.127, 0.064, -0.452, 0.089, 0.140, 0.067, 0.092, 0.094, -0.203, 0.118, 0.053, -0.074, 0.069, -0.366, -0.050]}


(3)
{"formula": "C11H17N2", "method": "wB97M-V/def2-TZVPD", "e_above_lowest_kj_mol": 179.1, "charge": 1, "lumo_energy_ev": -2.94, "homo_lumo_gap_ev": 8.68, "homo_ev": -11.61, "symbols": ["H", "C", "H", "H", "H", "H", "N", "H", "N", "C", "H", "H", "C", "C", "H", "H", "H", "C", "H", "C", "H", "C", "C", "H", "H", "H", "H", "C", "C", "C"], "coordinates": [[-1.52, -0.32, -1.51], [1.25, 0.04, 3.22], [-2.46, 2.39, -1.73], [1.38, 0.46, 4.20], [1.73, 2.12, -0.02], [0.62, 1.97, 2.33], [1.21, 1.29, -0.27], [1.70, -2.00, 3.70], [-1.47, 0.56, -1.01], [1.40, -1.76, 1.61], [-4.43, 1.99, -0.58], [1.58, 0.78, -2.34], [0.85, 0.92, 2.18], [0.98, 0.50, 0.87], [1.71, -2.64, -2.06], [-2.65, 1.02, -2.67], [2.68, -2.79, -0.53], [1.48, 0.37, -1.34], [-1.60, 0.32, -0.02], [1.24, -0.88, 0.56], [3.24, -1.92, -1.92], [1.68, -0.86, -0.86], [-3.94, 1.05, -0.88], [-4.58, 0.44, -1.51], [-0.58, 1.11, -0.92], [1.31, -2.79, 1.34], [-3.95, 0.74, 0.18], [-2.66, 1.32, -1.62], [2.35, -2.13, -1.33], [1.44, -1.29, 2.93]], "lowdin_charge": [0.161, -0.058, 0.124, 0.113, 0.156, 0.116, 0.015, 0.111, 0.175, -0.026, 0.091, 0.128, -0.019, -0.261, 0.087, 0.126, 0.078, -0.076, 0.155, -0.136, 0.086, -0.204, -0.077, 0.082, 0.111, 0.115, 0.094, -0.177, -0.021, -0.067]}


(4)
{"formula": "C3H4O", "method": "wB97M-V/def2-TZVPD", "e_above_lowest_kj_mol": 732.8, "lumo_energy_ev": [-1.47, -0.64], "homo_lumo_gap_ev": [9.45, 8.90], "homo_ev": [-10.92, -9.54], "symbols": ["C", "C", "C", "H", "H", "H", "O", "H"], "coordinates": [[-0.32, -0.73, 0.09], [-0.23, 0.73, 0.11], [-1.38, 0.08, -0.44], [0.24, -1.44, -0.47], [-0.54, -1.15, 1.04], [0.42, 1.43, -0.53], [-3.35, -0.03, 0.16], [-0.29, 1.12, 1.10]], "lowdin_charge": [-0.157, -0.157, 0.057, 0.100, 0.107, 0.144, -0.191, 0.096]}


(5)
{"formula": "C15H17ClN2O2S", "method": "wB97M-V/def2-TZVPD", "e_above_lowest_kj_mol": 1349.3, "smiles": "Cc1ccc(CNS(=O)(=O)NCc2ccc(Cl)cc2)cc1", "lumo_energy_ev": 0.00, "homo_lumo_gap_ev": 8.57, "homo_ev": -8.57, "symbols": ["H", "H", "H", "H", "C", "H", "C", "C", "H", "C", "C", "C", "N", "C", "C", "C", "S", "H", "O", "C", "C", "H", "H", "Cl", "C", "C", "H", "H", "H", "O", "H", "H", "H", "N", "C", "C", "H", "H"], "coordinates": [[2.54, -0.72, -2.45], [-2.77, -2.56, 1.82], [2.16, -2.00, -0.40], [1.17, 1.49, 2.91], [1.09, -1.97, -0.36], [0.62, -3.30, 0.96], [-2.43, 1.03, 1.16], [-2.03, -3.24, 1.13], [-1.53, -3.84, 1.61], [1.36, 1.52, 1.77], [-0.64, -0.85, -1.53], [-2.59, 1.74, -0.18], [2.13, 0.60, 1.05], [-0.96, -2.47, 0.21], [-0.20, 2.66, -0.06], [-1.58, 2.61, -0.48], [2.92, 1.04, -0.27], [2.27, 1.94, -2.08], [3.62, 2.33, 0.03], [-1.41, -1.46, -0.76], [-1.07, 1.04, 1.64], [1.62, -0.32, 1.25], [1.23, 0.17, -3.09], [-4.02, 1.77, -0.85], [1.68, -0.19, -2.16], [-0.08, 1.68, 1.18], [-3.11, 0.48, 1.15], [-1.09, -0.24, -2.25], [1.92, 2.56, 1.60], [3.89, -0.37, -0.51], [0.52, 3.35, -0.41], [-0.94, 0.33, 2.61], [-2.62, -3.70, 0.45], [1.86, 1.29, -1.41], [0.17, -2.74, 0.53], [0.70, -1.15, -1.50], [-2.67, -1.50, -0.87], [-1.73, 3.01, -1.45]], "lowdin_charge": [0.084, 0.148, 0.083, 0.147, 0.062, -0.004, 0.014, 0.021, -0.040, -0.231, -0.133, -0.818, -0.171, -0.241, 0.070, -0.141, 0.727, 0.109, -0.326, -0.058, -0.111, 0.150, 0.111, 0.838, -0.081, -0.227, -0.056, 0.118, 0.141, -0.420, 0.081, 0.167, 0.034, -0.115, -0.024, -0.178, 0.192, 0.079]}


(6)
{"formula": "C3H20O7", "method": "wB97M-V/def2-TZVPD", "e_above_lowest_kj_mol": 176.7, "lumo_energy_ev": -0.11, "homo_lumo_gap_ev": 7.98, "homo_ev": -8.09, "symbols": ["H", "O", "H", "H", "O", "H", "O", "H", "O", "H", "H", "H", "H", "C", "O", "H", "H", "H", "C", "O", "H", "H", "H", "H", "H", "H", "H", "H", "O", "C"], "coordinates": [[-0.33, 2.48, 0.60], [-0.90, -1.03, -0.93], [2.59, -1.62, -1.46], [3.95, -0.67, -1.34], [-0.43, 1.71, 1.16], [0.14, 1.05, 0.78], [1.21, -0.46, 0.60], [-0.08, -0.83, -0.46], [-2.78, 0.86, -2.14], [0.39, -2.74, 2.66], [3.70, -1.87, -0.02], [-2.29, -1.45, 1.92], [-1.36, -0.28, -1.30], [2.43, -0.03, 0.01], [0.06, -1.85, 2.82], [-2.42, 1.73, -2.25], [-3.51, -1.42, 1.02], [-2.95, 0.55, -3.03], [3.22, -1.17, -0.69], [-2.55, -1.31, 1.01], [-1.50, -1.36, -0.26], [0.25, -1.38, 2.00], [1.64, 1.90, -0.57], [3.07, 0.32, 0.82], [1.72, 0.78, -1.95], [-2.94, 2.61, 1.37], [3.22, 1.40, -1.35], [-2.50, 1.22, 0.97], [-3.27, 1.78, 1.04], [2.22, 1.10, -1.03]], "lowdin_charge": [0.034, 0.261, 0.065, 0.057, -0.053, -0.033, -0.332, 0.051, -0.023, 0.032, 0.071, 0.065, 0.096, -0.548, -0.059, 0.058, 0.082, 0.056, -0.075, -0.006, 0.067, -0.028, 0.053, 0.122, 0.067, 0.025, 0.068, -0.029, -0.074, -0.074]}


(7)
{"formula": "C4H7BrO3S", "method": "wB97M-V/def2-TZVPD", "e_above_lowest_kj_mol": 111.9, "smiles": "C[C@@](Br)(C=O)S(C)(=O)=O", "lumo_energy_ev": -2.05, "homo_lumo_gap_ev": 8.44, "homo_ev": -10.48, "symbols": ["H", "H", "O", "O", "H", "H", "Br", "C", "O", "H", "S", "C", "H", "H", "C", "C"], "coordinates": [[0.64, 0.20, 2.14], [1.31, -1.48, -0.90], [1.38, 1.96, -0.24], [0.26, 0.84, -2.10], [-2.79, -0.07, 0.16], [2.71, -0.39, -1.38], [-1.41, 2.56, 0.74], [-0.26, -0.16, 1.68], [-0.74, -1.18, 2.18], [-1.65, -1.48, -0.05], [0.71, 0.81, -0.74], [-1.84, -0.43, -0.30], [2.22, -0.70, 0.42], [-1.69, -0.18, -1.39], [-0.73, 0.30, 0.36], [1.87, -0.61, -0.59]], "lowdin_charge": [0.126, 0.060, -0.355, -0.311, 0.102, 0.123, 0.478, -0.303, 0.070, 0.094, 0.533, -0.096, 0.046, 0.101, -0.552, -0.117]}


(8)
{"formula": "C43H53N6O3SeTeTi", "method": "wB97M-V/def2-TZVPD", "e_above_lowest_kj_mol": 84.4, "multiplicity": 4, "lumo_energy_ev": [0.36, -0.51], "homo_lumo_gap_ev": [4.97, 6.97], "homo_ev": [-4.61, -7.48], "symbols": ["H", "H", "H", "N", "H", "H", "C", "C", "Ti", "O", "H", "Se", "H", "H", "O", "C", "C", "C", "H", "C", "C", "C", "N", "H", "C", "H", "H", "C", "H", "C", "H", "C", "H", "H", "H", "N", "H", "C", "H", "H", "C", "C", "H", "C", "H", "C", "C", "C", "H", "C", "H", "Te", "H", "H", "C", "H", "H", "C", "C", "O", "H", "H", "C", "H", "C", "C", "H", "H", "H", "H", "C", "C", "C", "H", "N", "H", "H", "H", "C", "C", "C", "C", "H", "H", "H", "H", "C", "C", "C", "H", "H", "H", "H", "H", "C", "C", "N", "H", "C", "H", "C", "H", "N", "H", "C", "C", "H", "C"], "coordinates": [[-1.91, -3.18, -1.40], [-0.86, 1.12, -4.25], [4.39, -2.40, -1.79], [2.82, -2.41, 1.77], [-1.31, 1.14, 2.82], [-3.47, -2.47, -1.87], [-0.76, 2.19, -4.44], [4.68, -1.54, 2.99], [0.25, -2.05, 0.72], [-2.65, -0.20, -1.63], [3.47, -4.33, 4.45], [0.60, -1.60, 5.71], [3.65, 1.04, -2.10], [2.49, 1.07, 2.49], [3.41, -0.77, -1.12], [2.94, 0.51, -1.45], [-0.77, 3.83, 2.48], [-1.87, 1.66, 2.04], [-2.30, -1.42, 2.29], [-2.12, -1.11, -0.87], [1.31, -4.09, -3.64], [0.81, -2.78, -3.53], [0.51, -1.38, 2.77], [-3.15, -2.88, -0.17], [0.13, 4.13, -0.12], [0.22, 2.50, -4.06], [5.44, -0.77, 3.08], [-3.64, 4.63, -4.05], [-2.31, 4.01, -5.62], [0.30, 6.00, 3.18], [1.45, -4.56, -4.60], [2.76, 1.29, -0.17], [-0.04, 6.99, 2.86], [-0.52, -5.17, 0.03], [-3.82, -5.01, 4.07], [-1.37, -3.16, 1.76], [-2.08, 0.94, 1.26], [0.63, 4.36, -1.53], [-2.81, 2.00, 2.48], [1.98, 0.45, -1.98], [-0.03, 4.95, 2.16], [-2.18, -5.19, 2.70], [-4.83, 4.97, -2.31], [3.99, -1.47, -2.20], [-2.10, -6.27, 2.78], [1.64, 1.38, 1.87], [1.62, -4.75, -2.44], [-2.58, 3.89, -4.57], [-0.77, 2.34, -5.52], [-0.22, -5.12, 1.08], [-0.02, -6.15, 1.42], [-1.05, 1.52, -1.26], [5.24, -2.61, 4.77], [3.70, 1.26, 0.40], [-1.07, 2.84, 1.55], [3.83, -0.74, 1.17], [0.57, -2.19, -4.41], [1.42, -4.13, -1.23], [-3.31, 3.52, -1.91], [1.70, 0.74, 0.60], [-3.71, 6.41, -5.26], [-0.16, 4.77, -2.16], [0.42, 5.08, 0.84], [0.97, 3.43, -1.99], [3.59, -3.52, 3.74], [-3.20, -3.11, 3.28], [0.87, -4.22, 3.24], [1.38, 6.07, 3.34], [3.25, -1.71, -2.97], [-1.12, 3.70, 3.50], [3.79, -1.51, 1.94], [-0.62, 3.00, 0.24], [0.61, -2.21, -2.30], [-3.23, 3.97, 0.19], [0.85, -2.87, -1.11], [4.81, -0.89, -2.64], [-3.92, -2.52, 3.83], [-3.64, 2.29, -0.18], [2.74, -3.41, 2.65], [-2.71, -2.50, -1.10], [-2.30, -2.49, 2.44], [1.90, -4.70, 0.06], [2.88, -4.28, 0.28], [2.05, -5.74, -2.44], [1.00, 5.95, 0.56], [1.65, 2.47, 1.75], [4.57, -2.56, 3.92], [-1.88, 2.98, -3.80], [-4.38, 5.61, -4.92], [1.99, -5.79, 0.03], [-4.78, 5.12, -5.80], [0.72, 1.06, 2.35], [-0.16, 5.78, 4.14], [-5.20, 6.07, -4.37], [-3.14, -4.49, 3.41], [-3.99, 4.43, -2.73], [-1.15, -0.91, -0.04], [0.21, -1.21, -2.20], [1.62, -4.40, 2.47], [1.46, 5.07, -1.53], [0.55, -1.46, 3.93], [2.55, 2.34, -0.39], [0.99, -4.29, 1.15], [-4.84, 3.56, -0.42], [-1.31, -4.49, 1.88], [-2.23, 2.82, -2.45], [2.00, -5.42, 2.62], [-3.78, 3.33, -0.50]], "lowdin_charge": [0.067, 0.066, 0.093, 0.092, 0.076, 0.077, -0.082, -0.043, 0.959, -0.238, 0.120, 0.473, 0.131, 0.096, -0.208, -0.204, -0.018, -0.068, 0.104, -0.745, -0.107, -0.111, -0.018, 0.063, -0.299, 0.064, 0.106, -0.264, 0.118, -0.047, 0.083, -0.209, 0.081, 0.139, 0.113, 0.021, 0.018, -0.068, 0.091, 0.099, -0.265, -0.001, 0.116, -0.086, 0.118, -0.093, -0.062, -0.018, 0.077, -0.111, 0.136, 1.819, 0.111, 0.128, -0.329, 0.084, 0.102, -0.302, -0.276, -0.234, 0.081, 0.087, -0.017, 0.037, -0.021, -0.028, 0.126, 0.082, 0.077, 0.125, -0.109, -0.358, -0.176, 0.086, -0.053, 0.089, 0.113, 0.059, -0.286, -0.009, -0.114, -0.128, 0.122, 0.107, 0.120, 0.088, -0.053, -0.309, -0.051, 0.134, 0.081, 0.055, 0.075, 0.073, -0.040, -0.012, -0.158, 0.067, -0.116, 0.082, -0.945, 0.122, -0.217, 0.083, -0.251, -0.348, 0.140, -0.051]}


no.,calculated total energy (hartree)
1,-2515.86323
2,-364.18878
3,-538.57244
4,-191.63090
5,-1699.65113
6,-652.91676
7,-3354.44718
8,-5743.51742